Record 1
Here is a molecular structure, C32H24Cl2N5ORuS3 from OMol25. Energies are from the ωB97M-V functional and the def2-TZVPD basis.

```
! RIJCOSX wB97M-V def2-TZVPD def2/J DEFGRID3
* xyz 1 1
C 3.82926 -3.93627 -4.98554
C -0.07578 1.35196 3.30455
N -0.30563 0.28130 1.22899
Cl -4.08778 2.25322 0.03819
C -6.27044 -0.92787 0.99597
H -0.20408 -1.82885 3.14620
C -0.40770 3.75479 3.39001
H 1.84275 -0.77759 -2.29197
C -0.68970 -0.95274 -1.39687
N -1.86291 -0.44702 -1.12070
C 1.03709 2.64550 4.99355
H -3.70083 -0.33636 -2.25198
S -3.56077 -0.58694 1.28658
H -0.70851 -3.57971 -4.29719
N 4.75171 -4.43080 -5.46425
C -7.53999 -0.52367 0.65247
H 2.80933 -0.41647 0.62742
C -5.43111 1.17344 0.28247
H 1.71305 2.71160 5.83573
O -1.68970 2.47252 1.83707
C 5.93914 -1.12066 -0.50018
C 0.76220 1.42905 4.43243
C 0.71606 1.82720 -0.12423
C -0.43234 0.18160 2.57022
H 0.16515 -0.95760 -0.73900
H 5.94174 2.27185 -0.49706
C 6.40196 0.17808 -0.66693
C -7.75145 0.74595 0.13228
C -0.95821 -1.03798 3.24996
H -1.86913 -1.41510 2.82218
C 0.45604 -2.13013 -3.22841
C 4.64351 -1.33444 -0.03472
C 3.82017 -0.25433 0.26749
C -2.68013 -0.67249 -2.22295
H 0.70665 4.76748 4.91584
H 1.23378 0.53070 4.82243
S -0.76901 2.29267 -0.87983
Cl -6.05176 -2.50823 1.64459
H 3.99641 3.15167 0.47716
H 6.58360 -1.96265 -0.72512
N 0.83010 1.01239 0.83453
H -1.12392 -0.84670 4.30579
C -1.97041 -1.34225 -3.15225
C 3.40692 2.23842 0.44752
H -2.23023 -1.68439 -4.13986
H 1.27227 -4.61697 -5.35035
C 2.66148 -3.30985 -4.37935
C 5.57406 1.25904 -0.36287
H 4.27578 -2.34625 0.09517
C -6.68420 1.61313 -0.05855
H -0.87928 4.64000 2.98241
C 1.39097 -3.78131 -4.67462
H -8.36482 -1.20997 0.79306
C 1.71480 -1.64083 -2.93836
H 2.89659 2.12478 1.40694
H -8.75417 1.05935 -0.13139
C 2.82366 -2.23858 -3.50926
H 7.40609 0.35514 -1.03267
N -0.69393 -1.50790 -2.61401
C -0.73818 2.51893 2.79833
H -6.82708 2.60838 -0.46230
H 3.81457 -1.86385 -3.29059
C 0.28212 -3.19235 -4.09177
C 0.46488 3.81024 4.46585
C -5.16020 -0.07469 0.82493
S 2.13697 2.56415 -0.80828
C 4.28254 1.05388 0.10940
Ru -2.11002 0.91539 0.40570
*
```

Its calculated total energy is -103196.884 eV. The energy above the lowest of the compared OMol25 structures with the same formula, charge and spin comes out at 18.89 kcal per mole. The highest occupied orbital energy (alpha / beta) comes out at -10.3 / -10.4 eV.

---

Record 2
Here is a molecular structure, C32H24I2N4O3PtS from OMol25. Energies are from the ωB97M-V functional and the def2-TZVPD basis.

```
! RIJCOSX wB97M-V def2-TZVPD def2/J DEFGRID3
* xyz -2 3
C -8.54449 -9.05945 19.24941
C -3.50533 -3.13528 17.29331
Pt -7.75181 -3.54738 17.06508
H -12.31546 -3.83922 17.47759
O -7.50595 -5.40122 16.11791
H -10.28480 2.39233 16.69820
H -11.08185 -1.71953 15.98716
H -8.40523 -4.19585 19.28437
N -4.10884 -2.46594 15.10488
C -10.21332 -7.72394 18.25111
H -10.62302 -9.29631 19.64958
C -5.35087 -3.05824 15.20293
H -2.96076 -3.09983 13.47135
C -7.09342 -6.39035 16.87708
N -5.78301 -3.40087 16.50894
C -4.83072 -3.61888 17.47872
C -11.47920 -4.21105 20.73547
O -6.00305 -3.08193 14.17285
H -4.30749 -2.02561 13.03763
C -11.36813 -3.71923 13.16734
C -11.64933 -3.90320 18.33110
H -2.85102 -1.39833 13.87253
C -3.12800 -2.63653 16.11549
C -10.19040 -3.63059 15.69210
C -8.47266 0.48282 14.56305
C -7.51439 -8.23511 18.59320
C -12.28825 -3.99653 19.60789
H -2.06157 -2.41076 15.90970
O -5.21457 -4.32469 18.46875
C -11.61174 -2.64925 14.09329
H -9.42437 2.46306 14.19008
H -11.30090 -7.48325 18.02642
S -7.69945 -1.54334 18.00854
H -8.23688 -10.03375 19.71187
C -10.56418 -4.75865 13.59258
C -8.37502 -0.50202 16.75866
C -3.55206 -2.23147 13.79711
H -8.14752 0.41635 13.49967
C -5.23882 -7.60732 17.89947
C -10.29739 -3.91026 18.23412
H -7.64258 -1.48119 14.99648
N -9.70869 -3.53026 17.03238
C -10.96171 -2.51800 15.28317
H -11.74070 -3.66998 12.15218
H -13.37427 -3.98940 19.74533
C -5.75363 -6.87920 16.83668
I -5.27140 -9.86419 19.99024
C -6.11011 -8.29357 18.70149
H -10.44767 -5.68019 12.95657
C -8.02431 -7.08421 17.80443
H -9.52782 0.72380 18.10775
H -12.45191 -2.02085 13.86060
C -8.07372 -0.59479 15.43475
C -9.47576 -4.14674 19.41746
H -4.16025 -7.89234 18.09413
H -11.96919 -4.32164 21.68492
H -2.86532 -3.09121 18.21275
H -9.50697 -4.72719 21.51174
I -4.66801 -6.98609 15.01481
C -9.86576 -8.78197 19.06847
C -9.96695 -4.68024 14.78947
C -9.63303 1.62736 16.23839
C -10.09025 -4.35735 20.60870
H -9.39760 -5.55519 15.09280
N -9.33507 -6.91814 17.62897
C -9.25595 1.59243 14.85374
C -9.18952 0.59078 17.12310
*
```

Its calculated total energy is -75957.251 eV. The energy above the lowest of the compared OMol25 structures with the same formula, charge and spin comes out at 33.28 kcal per mole. The highest occupied orbital energy (alpha / beta) comes out at 0.9 / -0.9 eV.

---

Record 3
Here is a molecular structure, C32H24IrN3O3PS from OMol25. Energies are from the ωB97M-V functional and the def2-TZVPD basis.

```
! RIJCOSX wB97M-V def2-TZVPD def2/J DEFGRID3
* xyz 2 6
P -14.12973 3.30437 -17.54328
C -14.58242 1.98782 -18.65033
H -8.48514 2.56493 -17.06445
H -15.36546 6.22881 -21.36700
O -13.49151 2.19736 -14.46523
S -11.61624 0.59010 -11.66849
H -16.56624 1.70894 -17.86493
H -10.08458 2.73621 -9.87217
C -12.69564 1.86596 -13.44427
H -14.62989 8.19388 -17.57497
C -13.67225 1.59324 -19.65171
C -15.01506 7.35169 -19.55727
H -11.07348 4.16546 -14.28808
H -13.35508 0.40878 -21.42511
N -12.71524 0.61650 -12.93155
C -10.04840 3.89550 -17.74601
H -17.25866 0.08739 -19.63760
C -14.41037 6.03564 -17.61517
C -12.32594 3.15294 -17.38240
H -9.98270 5.46546 -12.99534
C -12.62594 6.34086 -13.36161
H -13.26706 6.48213 -15.91032
H -15.20977 8.31549 -20.01545
C -12.71242 5.99828 -11.06114
C -10.49935 3.16207 -10.78892
C -14.66738 7.29643 -18.19016
C -15.88201 1.41260 -18.65309
H -14.88960 4.03228 -20.34499
O -12.27953 0.10379 -10.43698
C -12.48099 6.56343 -9.75144
Ir -13.66011 4.02952 -15.32629
C -13.98874 4.61813 -12.52595
C -13.78914 5.15820 -11.25118
C -16.24482 0.48764 -19.63534
C -11.61457 4.18567 -13.33383
H -12.55128 1.19257 -16.54874
H -11.78072 5.08340 -18.25324
H -10.10121 0.81645 -16.26902
C -15.33162 0.11859 -20.63199
H -11.21044 7.23468 -11.96816
C -11.27086 2.32517 -11.65220
C -11.82833 2.81792 -12.79578
C -15.09300 6.17690 -20.31219
C -10.45398 1.74545 -16.72317
H -14.84868 6.26794 -15.60608
C -11.76284 6.31302 -12.17266
H -9.36308 4.67313 -18.08555
C -11.82617 1.93967 -16.86826
H -15.64453 -0.57465 -21.41375
C -10.32123 4.47533 -11.13419
H -14.45416 4.92097 -10.42065
N -14.07346 5.89178 -16.16407
C -10.81365 5.09038 -12.38598
O -10.38741 -0.06042 -12.11442
C -9.55726 2.72255 -17.16395
C -14.46590 4.84643 -18.37000
H -13.14755 7.21503 -13.73521
H -9.85771 5.15395 -10.41427
C -14.82248 4.93293 -19.73693
H -12.66247 2.01556 -19.65462
H -14.81306 3.91031 -12.63690
C -11.40947 4.13917 -17.84832
C -14.06057 0.67753 -20.64292
N -12.24710 7.05973 -8.72603
C -13.02036 4.93252 -13.58028
*
```

Its calculated total energy is -67125.952 eV. The energy above the lowest of the compared OMol25 structures with the same formula, charge and spin comes out at 0.00 kcal per mole. The highest occupied orbital energy (alpha / beta) comes out at -13.7 / -14.7 eV.

---

The highest calculated total energy belongs to which entry?
C32H24IrN3O3PS

---

The lowest calculated total energy belongs to which entry?
C32H24Cl2N5ORuS3

---

calculated total energy of number 2 (C32H24I2N4O3PtS)?
-75957.251 eV